[1]
# CN4O2

2 unconnected molecules or ions with the total composition CN4O2 in a non-equilibrium geometry (the ωB97M-V functional and the def2-TZVPD basis, OMol25).

Bonds (Å) are listed after each position.
Positions of all 7 atoms, in Å:
1 C -0.8072 -0.3282 -0.4850  N3 1.393, N5 1.371
2 N 0.5297 0.7544 0.5569  N4 1.112
3 N -1.0476 -1.4928 0.2413  C1 1.393, N5 1.272
4 N 0.4828 1.8512 0.7341  N2 1.112, O6 1.145
5 N -0.1893 -1.5331 -0.6970  C1 1.371, N3 1.272, O7 1.186
6 O 0.4557 2.9805 0.9227  N4 1.145
7 O 0.5759 -2.2320 -1.2730  N5 1.186

Its gap between HOMO and LUMO is 9.81 eV. The calculation puts the largest force on an atom at 2.923 eV/A. The HOMO energy comes out at -10.04 eV. The value obtained for the energy above the lowest of the compared OMol25 structures with the same formula, charge and spin is 655.5 kJ/mol. The net charge is 0.


[2]
# C5H4NO3

A gas-phase ion, C5H4NO3 (charge -1) in a non-equilibrium geometry (the ωB97M-V functional and the def2-TZVPD basis, OMol25).

Bonds (Å) are listed after each position.
Positions of all 13 atoms, in Å:
1 O -2.5260 -1.9608 -2.6745  C2 1.171
2 C -2.0733 -1.2954 -1.8237  O1 1.171, N3 1.200
3 N -1.5939 -0.5141 -1.0493  C2 1.200, C4 1.426
4 C -0.8528 -0.5014 0.1685  N3 1.426, C5 1.511, H10 1.132, H11 1.047
5 C 0.5764 -0.3385 -0.2949  C4 1.511, C6 1.300, H12 1.094
6 C 1.2264 0.7848 -0.3730  C5 1.300, C7 1.579, H13 1.154
7 C 2.5462 1.0885 -1.1841  C6 1.579, O8 1.224, O9 1.244
8 O 3.4256 0.2595 -0.9883  C7 1.224
9 O 2.6326 2.1087 -1.8902  C7 1.244
10 H -1.1871 -1.4415 0.7032  C4 1.132
11 H -1.1160 0.2675 0.8278  C4 1.047
12 H 0.9327 -1.2230 -0.8308  C5 1.094
13 H 0.5618 1.6817 -0.0805  C6 1.154

Its gap between HOMO and LUMO is 7.24 eV. The calculation puts the largest force on an atom at 3.741 eV/A. The HOMO energy comes out at -4.18 eV. The value obtained for the energy above the lowest of the compared OMol25 structures with the same formula, charge and spin is 87.1 kJ/mol. The net charge is -1.


[3]
# C23H49ClN2O4P

2 unconnected molecules or ions with the total composition C23H49ClN2O4P in a non-equilibrium geometry (the ωB97M-V functional and the def2-TZVPD basis, OMol25).

Bonds (Å) are listed after each position.
Positions of all 80 atoms, in Å:
1 C -5.6492 -4.6154 1.3102  C2 1.533, H21 1.092, H22 1.090, H23 1.089
2 C -4.9550 -5.7820 2.0213  C1 1.533, C3 1.526, H24 1.094, H25 1.090
3 C -3.5588 -6.1403 1.5210  C2 1.526, Cl4 1.798, C5 1.560, H26 1.093
4 Cl -3.6889 -6.8572 -0.1229  C3 1.798
5 C -2.4582 -5.0344 1.5365  C3 1.560, N6 1.467, C7 1.544, P18 1.906
6 N -2.5758 -4.2120 0.3274  C5 1.467, H27 1.014, H28 1.008
7 C -1.1108 -5.7885 1.5274  C5 1.544, O8 1.425, H29 1.097, H30 1.093
8 O 0.0397 -4.9498 1.5966  C7 1.425, C9 1.397
9 C 0.7207 -4.6973 0.4031  O8 1.397, O10 1.402, H31 1.093, H32 1.095
10 O 0.3566 -3.4755 -0.1795  C9 1.402, C11 1.423
11 C 1.1664 -2.3703 0.2054  O10 1.423, C12 1.540, H33 1.098, H34 1.095
12 C 0.3585 -1.0609 0.1497  C11 1.540, C13 1.537, C14 1.535, H35 1.093
13 C 0.3865 -0.3628 1.5184  C12 1.537, H36 1.095, H37 1.094, H38 1.091
14 C 0.8697 -0.0780 -0.9123  C12 1.535, C15 1.551, H39 1.097, H40 1.097
15 C 0.4473 -0.2914 -2.3889  C14 1.551, C16 1.530, C17 1.531, H41 1.096
16 C -0.0636 -1.6950 -2.7179  C15 1.530, H42 1.092, H43 1.091, H44 1.091
17 C -0.5921 0.7487 -2.8163  C15 1.531, H45 1.093, H46 1.094, H47 1.094
18 P -2.6697 -4.0325 3.1442  C5 1.906, C19 1.831, O20 1.643
19 C -2.6814 -2.3115 2.5196  P18 1.831, H48 1.093, H49 1.091, H50 1.092
20 O -1.1936 -4.1139 3.8601  P18 1.643, H51 0.966
21 H -6.3912 -4.1692 1.9762  C1 1.092
22 H -6.1812 -4.9568 0.4224  C1 1.090
23 H -4.9535 -3.8332 1.0103  C1 1.089
24 H -5.5659 -6.6770 1.8724  C2 1.094
25 H -4.9193 -5.6242 3.0996  C2 1.090
26 H -3.1878 -6.9446 2.1612  C3 1.093
27 H -2.1290 -4.6710 -0.4586  N6 1.014
28 H -2.0864 -3.3391 0.4464  N6 1.008
29 H -1.0793 -6.3750 0.6006  C7 1.097
30 H -1.0605 -6.5026 2.3533  C7 1.093
31 H 0.5204 -5.4846 -0.3281  C9 1.093
32 H 1.7899 -4.6892 0.6403  C9 1.095
33 H 2.0226 -2.3049 -0.4788  C11 1.098
34 H 1.5469 -2.5326 1.2189  C11 1.095
35 H -0.6840 -1.3177 -0.0567  C12 1.093
36 H 1.3653 0.0894 1.7095  C13 1.095
37 H -0.3643 0.4326 1.5553  C13 1.094
38 H 0.1539 -1.0508 2.3332  C13 1.091
39 H 0.5078 0.9149 -0.6175  C14 1.097
40 H 1.9626 -0.0267 -0.8300  C14 1.097
41 H 1.3361 -0.1365 -3.0112  C15 1.096
42 H -0.3232 -1.7491 -3.7775  C16 1.092
43 H 0.6929 -2.4595 -2.5354  C16 1.091
44 H -0.9510 -1.9539 -2.1381  C16 1.091
45 H -0.2591 1.7697 -2.6139  C17 1.093
46 H -1.5525 0.5680 -2.3244  C17 1.094
47 H -0.7766 0.6700 -3.8915  C17 1.094
48 H -1.8182 -2.0498 1.9018  C19 1.093
49 H -3.5898 -2.1218 1.9456  C19 1.091
50 H -2.6870 -1.6616 3.3973  C19 1.092
51 H -0.4695 -3.8654 3.2708  O20 0.966
52 C 3.5762 6.2100 -2.0763  C53 1.534, H63 1.085, H64 1.090, H65 1.088
53 C 2.3059 5.3508 -2.0839  C52 1.534, C54 1.541, N58 1.526, C62 1.521
54 C 1.0629 6.1513 -1.6478  C53 1.541, C55 1.522, H66 1.094, H67 1.091
55 C 1.0473 6.5319 -0.1744  C54 1.522, C56 1.522, H68 1.092, H69 1.090
56 C 1.1940 5.3082 0.7183  C55 1.522, C57 1.542, H70 1.091, H71 1.094
57 C 2.4455 4.4560 0.4275  C56 1.542, N58 1.525, C60 1.532, C61 1.521
58 N 2.3608 4.2077 -1.0750  C53 1.526, C57 1.525, O59 1.187
59 O 1.7930 3.2162 -1.3950  N58 1.187
60 C 3.7367 5.1694 0.8395  C57 1.532, H72 1.090, H73 1.088, H74 1.084
61 C 2.3802 3.1136 1.1403  C57 1.521, H75 1.089, H76 1.088, H77 1.091
62 C 2.1243 4.7568 -3.4727  C53 1.521, H78 1.090, H79 1.088, H80 1.088
63 H 3.6177 6.9203 -1.2577  C52 1.085
64 H 4.4774 5.5976 -2.0552  C52 1.090
65 H 3.5929 6.7877 -2.9976  C52 1.088
66 H 0.1722 5.5601 -1.8815  C54 1.094
67 H 1.0391 7.0370 -2.2839  C54 1.091
68 H 1.8250 7.2656 0.0452  C55 1.092
69 H 0.0997 7.0211 0.0521  C55 1.090
70 H 1.2635 5.5933 1.7686  C56 1.091
71 H 0.3110 4.6705 0.6130  C56 1.094
72 H 4.6162 4.6650 0.4393  C60 1.090
73 H 3.8000 5.1335 1.9248  C60 1.088
74 H 3.7747 6.2145 0.5549  C60 1.084
75 H 1.4490 2.5817 0.9533  C61 1.089
76 H 2.4537 3.3025 2.2091  C61 1.088
77 H 3.2117 2.4708 0.8491  C61 1.091
78 H 2.9624 4.1121 -3.7393  C62 1.090
79 H 2.0873 5.5809 -4.1815  C62 1.088
80 H 1.2025 4.1869 -3.5700  C62 1.088

Its gap between HOMO and LUMO is 3.91 eV. The calculation puts the largest force on an atom at 2.339 eV/A. The HOMO energy comes out at -10.05 eV. The net charge is +1.


[4]
# C24H28N2O6

A single C24H28N2O6 molecule (the ωB97M-V functional and the def2-TZVPD basis, OMol25).

Bonds (Å) are listed after each position.
Positions of all 60 atoms, in Å:
1 C -2.8767 -1.4793 -2.6742  C2 1.524, H33 1.086, H34 1.087, H35 1.086
2 C -3.1252 -1.0926 -1.2210  C1 1.524, N3 1.446, C23 1.545, H36 1.097
3 N -2.8784 0.3199 -1.0313  C2 1.446, C4 1.348, H37 1.013
4 C -3.7193 1.0772 -0.2995  N3 1.348, O5 1.217, C6 1.522
5 O -4.7080 0.6290 0.2502  C4 1.217
6 C -3.3479 2.5505 -0.2135  C4 1.522, C7 1.532, H38 1.091, H39 1.090
7 C -2.2685 2.7960 0.8454  C6 1.532, C8 1.522, H40 1.093, H41 1.093
8 C -0.8693 2.5609 0.2953  C7 1.522, O9 1.213, N10 1.354
9 O -0.6483 2.2201 -0.8480  C8 1.213
10 N 0.1118 2.8022 1.1962  C8 1.354, C11 1.445, H42 1.008
11 C 1.5155 2.7052 0.8677  N10 1.445, C12 1.524, C13 1.552, H43 1.097
12 C 2.2533 3.9828 1.2491  C11 1.524, H44 1.087, H45 1.089, H46 1.086
13 C 2.2017 1.4757 1.5208  C11 1.552, C14 1.533, O22 1.411, H47 1.095
14 C 1.2813 0.2510 1.5644  C13 1.533, O15 1.404, H48 1.100, H49 1.092
15 O 0.8111 -0.0450 0.2752  C14 1.404, C16 1.372
16 C 1.7972 -0.0141 -0.6780  O15 1.372, C17 1.388, C21 1.397
17 C 1.5179 -0.5261 -1.9374  C16 1.388, C18 1.381, H50 1.077
18 C 2.4981 -0.5503 -2.9100  C17 1.381, C19 1.386, H51 1.079
19 C 3.7670 -0.0672 -2.6329  C18 1.386, C20 1.382, H52 1.079
20 C 4.0427 0.4816 -1.3954  C19 1.382, C21 1.388, H53 1.078
21 C 3.0588 0.5273 -0.4172  C16 1.397, C20 1.388, O22 1.380
22 O 3.3563 1.1378 0.7836  C13 1.411, C21 1.380
23 C -2.3101 -1.9811 -0.2548  C2 1.545, C24 1.530, O32 1.415, H54 1.102
24 C -2.1701 -1.3363 1.1259  C23 1.530, O25 1.409, H55 1.091, H56 1.097
25 O -1.5076 -2.1998 2.0204  C24 1.409, C26 1.372
26 C -0.3806 -2.7669 1.4815  O25 1.372, C27 1.389, C31 1.398
27 C 0.5424 -3.3465 2.3423  C26 1.389, C28 1.382, H57 1.079
28 C 1.7070 -3.9012 1.8467  C27 1.382, C29 1.385, H58 1.079
29 C 1.9589 -3.8774 0.4846  C28 1.385, C30 1.381, H59 1.079
30 C 1.0369 -3.3228 -0.3819  C29 1.381, C31 1.390, H60 1.078
31 C -0.1388 -2.7641 0.1049  C26 1.398, C30 1.390, O32 1.368
32 O -1.0250 -2.2330 -0.7919  C23 1.415, C31 1.368
33 H -3.0914 -2.5337 -2.8221  C1 1.086
34 H -3.5164 -0.8914 -3.3270  C1 1.087
35 H -1.8383 -1.2969 -2.9360  C1 1.086
36 H -4.1822 -1.2353 -0.9649  C2 1.097
37 H -2.0088 0.7200 -1.3635  N3 1.013
38 H -2.9873 2.9007 -1.1813  C6 1.091
39 H -4.2528 3.0950 0.0565  C6 1.090
40 H -2.3194 3.8332 1.1873  C7 1.093
41 H -2.4362 2.1510 1.7114  C7 1.093
42 H -0.1297 3.0981 2.1291  N10 1.008
43 H 1.5519 2.5668 -0.2200  C11 1.097
44 H 1.8455 4.8319 0.7064  C12 1.087
45 H 2.1630 4.1702 2.3179  C12 1.089
46 H 3.3060 3.8795 1.0016  C12 1.086
47 H 2.5508 1.7195 2.5297  C13 1.095
48 H 1.8515 -0.6005 1.9638  C14 1.100
49 H 0.4070 0.4199 2.1957  C14 1.092
50 H 0.5267 -0.9059 -2.1190  C17 1.077
51 H 2.2731 -0.9534 -3.8855  C18 1.079
52 H 4.5389 -0.1005 -3.3862  C19 1.079
53 H 5.0133 0.8902 -1.1628  C20 1.078
54 H -2.8326 -2.9447 -0.1379  C23 1.102
55 H -3.1486 -1.1193 1.5562  C24 1.091
56 H -1.5938 -0.4093 1.0124  C24 1.097
57 H 0.3242 -3.3444 3.3988  C27 1.079
58 H 2.4193 -4.3452 2.5252  C28 1.079
59 H 2.8714 -4.2995 0.0927  C29 1.079
60 H 1.2109 -3.3096 -1.4455  C30 1.078

Its gap between HOMO and LUMO is 8.64 eV. The calculation puts the largest force on an atom at 0.826 eV/A. The HOMO energy comes out at -8.15 eV. The value obtained for the energy above the lowest of the compared OMol25 structures with the same formula, charge and spin is 137.0 kJ/mol. The net charge is 0.


[5]
# C3H9NO

2 unconnected molecules or ions with the total composition C3H9NO (the ωB97M-V functional and the def2-TZVPD basis, OMol25).

Bonds (Å) are listed after each position.
Positions of all 14 atoms, in Å:
1 C -2.2352 0.4263 -1.8939  O2 1.194, H3 1.107, H4 1.108
2 O -1.1641 -0.1000 -1.8584  C1 1.194
3 H -2.8040 0.6752 -0.9771  C1 1.107
4 H -2.6983 0.7298 -2.8539  C1 1.108
5 C 1.1395 0.9326 0.9408  C6 1.518, H8 1.089, H9 1.096, H10 1.099
6 C 1.2464 -0.5082 0.4763  C5 1.518, N7 1.471, H11 1.085, H12 1.090
7 N 0.1730 -1.3129 1.0787  C6 1.471, H13 1.010, H14 1.013
8 H 1.5174 1.0300 1.9574  C5 1.089
9 H 1.7264 1.6254 0.3275  C5 1.096
10 H 0.1180 1.3359 0.9753  C5 1.099
11 H 1.2112 -0.5601 -0.6065  C6 1.085
12 H 2.1727 -0.9323 0.8650  C6 1.090
13 H -0.7237 -1.0485 0.6978  N7 1.010
14 H 0.3207 -2.2932 0.8710  N7 1.013

Its gap between HOMO and LUMO is 9.64 eV. The calculation puts the largest force on an atom at 0.807 eV/A. The HOMO energy comes out at -8.93 eV. The value obtained for the energy above the lowest of the compared OMol25 structures with the same formula, charge and spin is 155.3 kJ/mol. The net charge is 0.


[6]
# C3H6N2O

2 unconnected molecules or ions with the total composition C3H6N2O in a non-equilibrium geometry (the ωB97M-V functional and the def2-TZVPD basis, OMol25).

Bonds (Å) are listed after each position.
Positions of all 12 atoms, in Å:
1 C -1.5037 -0.2697 0.0203  C3 1.423, N4 1.170
2 C 0.9285 -1.4780 -0.4186  H7 1.087, H8 1.079, H9 1.023
3 C -0.3274 0.5253 -0.0823  C1 1.423, N5 1.438, O6 1.336
4 N -2.4905 -0.8587 0.2421  C1 1.170
5 N 0.1604 1.1990 1.0902  C3 1.438, H10 1.014, H11 1.005
6 O -0.2058 1.1430 -1.2604  C3 1.336, H12 0.926
7 H 1.4089 -1.3106 0.5425  C2 1.087
8 H 0.1427 -2.2028 -0.5664  C2 1.079
9 H 1.5380 -1.1264 -1.1606  C2 1.023
10 H 0.0803 0.6791 1.9576  N5 1.014
11 H -0.2962 2.0936 1.1177  N5 1.005
12 H 0.5648 1.6061 -1.4823  O6 0.926

Its gap between HOMO and LUMO (spin up / spin down) is 7.13 / 9.70 eV. The calculation puts the largest force on an atom at 3.225 eV/A. The HOMO energy (spin up / spin down) comes out at -6.58 / -10.88 eV. As for the spin multiplicity: 3. The value obtained for the energy above the lowest of the compared OMol25 structures with the same formula, charge and spin is 37.3 kJ/mol. The net charge is 0.


Which formula does entry 2 have? C5H4NO3